Entry 1:
C16H21F4N4O4PtS2 as an isolated structure, computed with ωB97M-V/def2-TZVPD.

Geometry as XYZ:
```
52
Properties=species:S:1:pos:R:3:lowdin_spin:R:1
Pt -0.4159 -0.7115 -0.3350 1.382
C 2.7282 -2.5877 -0.9378 0.000
C 2.8136 -1.1028 -0.6316 0.005
N 1.7701 -0.2960 -1.2803 0.099
C 1.6551 -0.5141 -2.7277 0.008
C 2.9186 -0.2353 -3.5377 0.003
C 1.9366 1.1106 -0.9204 0.002
C 0.7483 1.9883 -1.2982 0.006
N -0.5073 1.2773 -1.1558 0.053
C -1.6545 1.9565 -1.3643 0.008
C -2.8508 1.2733 -1.7247 0.007
F -2.8086 -0.0464 -1.9523 0.011
C -4.0491 1.9086 -1.9380 0.000
F -5.1160 1.1664 -2.2885 -0.001
C -4.1889 3.2839 -1.8536 0.008
C -3.0398 3.9775 -1.5511 0.000
F -3.0876 5.3249 -1.4555 -0.001
C -1.8270 3.3599 -1.3199 0.007
F -0.7919 4.1802 -0.9961 0.001
H 3.4120 -3.1256 -0.2787 0.000
H 3.0163 -2.8140 -1.9664 0.000
H 1.7205 -2.9635 -0.7616 0.000
H 3.8067 -0.7133 -0.9081 0.003
H 2.6955 -0.9455 0.4420 0.000
H 0.8385 0.1182 -3.0776 0.002
H 1.3304 -1.5442 -2.8788 0.001
H 3.2479 0.8003 -3.4379 0.000
H 2.7153 -0.4165 -4.5943 0.000
H 3.7443 -0.8848 -3.2423 0.000
H 2.8479 1.5372 -1.3659 0.002
H 2.0815 1.1349 0.1589 0.000
H 0.8610 2.3315 -2.3385 0.001
H 0.8249 2.8832 -0.6739 0.000
H -5.1335 3.7777 -2.0184 0.001
O -2.2324 -1.7870 0.6157 0.096
S -1.7448 -3.1970 0.2318 0.005
O -1.4304 -3.9217 1.4532 0.012
O -0.4493 -2.8557 -0.5179 0.097
O -2.6833 -3.8470 -0.6468 0.010
C 1.1039 0.3194 4.9473 0.006
N 0.0008 -0.4674 4.4446 0.007
C -0.8161 -1.3113 5.1833 0.002
C -1.6917 -1.8619 4.3157 0.000
N -1.4197 -1.3414 3.0769 0.001
C -0.3791 -0.5118 3.1439 0.023
S 0.3725 0.3463 1.8768 0.128
H 1.0291 0.3717 6.0313 0.000
H 1.0583 1.3224 4.5273 0.003
H 2.0580 -0.1279 4.6664 0.001
H -0.6859 -1.4444 6.2419 0.000
H -2.4688 -2.5885 4.4634 0.000
H -1.8629 -1.5865 2.1552 -0.001
```

Summary:
LUMO level (alpha / beta)	2.43 / 2.38	eV
charge	-1
HOMO level (alpha / beta)	-0.1474 / -0.1581	hartree
F_max	0.010	hartree/bohr
Kohn-Sham gap (alpha / beta)	0.237 / 0.246	hartree
2S+1	3

***

Entry 2:
C7H9NO as an isolated structure, computed with ωB97M-V/def2-TZVPD.

Geometry as XYZ:
```
18
Properties=species:S:1:pos:R:3:mulliken_charge:R:1
C 1.9776 2.0877 -0.6856 -0.641
C 1.5526 0.9303 0.1830 -0.817
C 0.4346 0.0305 0.1604 1.149
C -0.4944 -0.6667 -0.9716 -0.033
C -1.9131 -1.0591 -0.4203 -0.806
C -1.7014 -0.7069 1.1501 -0.242
C -0.2215 -0.2200 1.4710 -0.366
H 3.1894 2.2404 -0.5958 0.208
H 1.3029 3.0738 -1.4030 0.240
H 2.3924 0.4265 0.9400 0.212
H 1.3347 -1.1926 -1.2746 0.338
H -0.1854 -0.1405 -1.9770 0.320
H -2.5036 -0.3454 -1.0452 0.259
H -2.4902 -1.9646 -0.5650 0.424
H -2.6651 -0.4497 1.6519 0.343
H 0.0613 0.6507 2.0150 0.517
N 0.7347 -1.2670 -0.5252 -0.680
O -0.8055 -1.4274 1.8920 -0.427
```

Summary:
LUMO level	0.68	eV
charge	0
HOMO level	-0.3160	hartree
F_max	0.127	hartree/bohr
Kohn-Sham gap	0.341	hartree
relative energy (zero: lowest compared OMol25 entry of this formula, charge and spin)	815.4	kJ/mol

***

Entry 3:
An isolated ion of composition C5H10N and charge +2, computed with ωB97M-V/def2-TZVPD.

Geometry as XYZ:
```
16
Properties=species:S:1:pos:R:3:lowdin_spin:R:1
C -0.6985 2.4604 0.3629 0.051
C -1.3236 1.0438 0.6740 0.071
C -0.7518 -0.1109 -0.3119 0.257
C 0.2762 -0.8763 0.1975 0.404
N 0.9908 -1.6268 -0.8009 0.052
C 1.7553 -2.6453 -0.5400 0.110
H 0.3755 2.4617 0.7464 0.003
H -1.1998 3.3348 1.0221 0.003
H -0.5833 2.6896 -0.8245 -0.001
H -2.4288 0.9749 0.4303 0.029
H -1.1805 0.6536 1.7169 0.001
H -0.9804 -0.1330 -1.3900 0.005
H 0.6336 -0.8083 1.2723 0.008
H 0.7845 -1.3876 -1.8107 0.001
H 1.8412 -2.9694 0.4996 0.002
H 2.4897 -3.0612 -1.2443 0.002
```

Summary:
LUMO level (alpha / beta)	-11.19 / -14.08	eV
charge	+2
HOMO level (alpha / beta)	-0.7375 / -0.7345	hartree
F_max	0.092	hartree/bohr
Kohn-Sham gap (alpha / beta)	0.326 / 0.217	hartree
relative energy (zero: lowest compared OMol25 entry of this formula, charge and spin)	143.0	kJ/mol
2S+1	2

***

Entry 4:
A 2-piece molecular cluster, C2H10N3O overall, computed with ωB97M-V/def2-TZVPD.

Geometry as XYZ:
```
16
Properties=species:S:1:pos:R:3:mulliken_charge:R:1
C 0.9953 -0.3268 -2.0355 -0.761
N -0.1793 -0.0667 -1.1092 -0.263
C -0.2537 0.7672 -0.0714 0.815
N -1.4722 1.1450 0.2900 -0.390
N 0.8643 1.0345 0.6480 -0.473
H 1.1735 0.5681 -2.6522 0.296
H 0.7886 -1.2990 -2.4988 0.338
H 1.8467 -0.4835 -1.3509 0.258
H -1.0204 -0.3797 -1.5695 0.239
H -1.5193 1.8692 0.9923 0.224
H -2.3201 0.9070 -0.1920 0.204
H 0.6035 1.4313 1.5394 0.246
H 1.4604 0.2186 0.6822 0.263
H -0.2264 -2.9061 1.7559 0.305
H -0.1432 -1.6679 2.6702 0.312
O 0.0369 -1.9844 1.7839 -0.613
```

Summary:
LUMO level	-3.16	eV
charge	+1
HOMO level	-0.5418	hartree
F_max	0.050	hartree/bohr
Kohn-Sham gap	0.425	hartree
relative energy (zero: lowest compared OMol25 entry of this formula, charge and spin)	81.9	kJ/mol

***

Entry 5:
C23H28Cl3GeN8O3SSbTa as an isolated structure, computed with ωB97M-V/def2-TZVPD.

Geometry as XYZ:
```
69
Properties=species:S:1:pos:R:3:lowdin_spin:R:1
Ta 0.2816 -0.0790 -0.6159 0.928
C 0.3714 3.7037 -1.0050 0.003
C -1.0776 3.3786 -0.8237 0.000
C -2.0300 4.3938 -0.9079 -0.001
C -3.3657 4.0958 -0.7535 0.001
C -3.7355 2.7750 -0.5227 0.000
C -2.7435 1.8146 -0.4449 0.003
N -1.4416 2.1140 -0.5798 -0.006
Sb -3.5458 -0.1640 -0.1173 0.007
C -2.6663 -1.4266 -1.6317 0.006
C -3.5871 -1.9864 -2.4999 0.001
C -3.1515 -2.8922 -3.4575 0.001
C -1.8076 -3.2033 -3.5041 0.000
C -0.9308 -2.6182 -2.6009 0.000
C 0.5259 -2.9090 -2.6372 0.001
N -1.3590 -1.7465 -1.6744 0.002
C -2.3247 -0.9330 1.4750 0.007
C -3.0132 -1.1671 2.6531 0.000
C -2.3543 -1.7697 3.7129 0.002
C -1.0360 -2.1345 3.5434 -0.001
C -0.3915 -1.8838 2.3370 0.001
C 1.0319 -2.2896 2.1558 0.004
N -1.0354 -1.2806 1.3175 0.002
H 0.5063 4.3790 -1.8491 0.000
H 0.7623 4.2130 -0.1223 0.000
H 0.9635 2.8080 -1.1700 0.002
H -1.7085 5.4087 -1.0981 0.000
H -4.1166 4.8726 -0.8153 0.000
H -4.7744 2.4947 -0.4117 0.000
H -4.6303 -1.7082 -2.4312 0.000
H -3.8492 -3.3512 -4.1452 0.000
H -1.4235 -3.8939 -4.2418 0.000
H 0.7368 -3.7521 -3.2918 0.000
H 1.0729 -2.0442 -3.0251 0.000
H 0.9021 -3.1373 -1.6415 0.001
H -4.0542 -0.8833 2.7357 0.000
H -2.8606 -1.9541 4.6514 0.000
H -0.4930 -2.6291 4.3367 0.000
H 1.4600 -2.6223 3.0990 0.000
H 1.0980 -3.1142 1.4433 0.000
H 1.6140 -1.4631 1.7662 0.002
C 1.3564 1.4153 3.8130 0.000
C 0.6506 2.0348 2.6039 0.000
C 0.3538 3.5110 2.8261 0.000
O -0.5403 1.3167 2.2871 0.003
C 1.5819 1.8345 1.4020 0.001
O 2.4283 2.5954 1.0810 -0.002
O 1.3351 0.6705 0.7041 -0.003
H 0.6731 1.3923 4.6625 0.000
H 2.2265 2.0132 4.0842 0.000
H 1.6843 0.3965 3.5979 0.000
H -0.0068 3.6655 3.8435 0.000
H -0.4098 3.8508 2.1251 0.000
H 1.2545 4.1056 2.6849 0.000
H -1.1914 1.5323 2.9661 0.000
Cl 2.4849 -0.2955 -5.0346 0.000
Ge 1.6298 1.1340 -3.7417 0.000
Cl 2.6801 0.9828 -1.8124 0.016
Cl 1.8342 3.0816 -4.4949 0.001
S -0.3568 0.5929 -3.0149 0.015
N 5.0138 -3.3770 -2.2098 0.000
N 4.3426 -2.7329 -1.2174 0.000
N 4.9321 -2.3513 -0.1146 0.000
C 3.9540 -1.7052 0.5018 0.000
N 2.8250 -1.7160 -0.2141 0.000
N 3.0978 -2.3823 -1.3273 0.001
H 5.8654 -3.8065 -1.8790 0.000
H 4.4164 -3.9438 -2.7914 0.000
H 4.0655 -1.2305 1.4613 0.000
```

Summary:
LUMO level (alpha / beta)	-6.98 / -6.64	eV
charge	+2
HOMO level (alpha / beta)	-0.5230 / -0.5335	hartree
F_max	0.039	hartree/bohr
Kohn-Sham gap (alpha / beta)	0.266 / 0.289	hartree
relative energy (zero: lowest compared OMol25 entry of this formula, charge and spin)	4.9	kJ/mol
2S+1	2

***

Entry 6:
C13H14BeN3O2Se as an isolated structure, computed with ωB97M-V/def2-TZVPD.

Geometry as XYZ:
```
34
Properties=species:S:1:pos:R:3:mulliken_charge:R:1
Be 1.0901 0.2363 -0.5897 -0.449
C 1.1375 2.5965 1.7730 -1.353
C 1.0406 1.1394 2.0649 0.474
C 0.8561 0.5479 3.2887 -0.679
C 0.7827 -0.8384 3.0590 -1.010
C 0.9176 -1.0195 1.7073 0.954
C 0.8722 -2.3186 0.9818 -1.233
N 1.0822 0.1875 1.0810 0.369
H 1.2438 3.1601 2.6991 0.361
H 0.2387 2.9448 1.2582 0.191
H 1.9916 2.8132 1.1328 0.259
H 0.8005 1.0505 4.2380 0.456
H 0.6542 -1.6212 3.7879 0.420
H 0.7786 -3.1221 1.7110 0.350
H 1.7766 -2.4703 0.3977 0.165
H 0.0262 -2.3626 0.2945 0.229
Se 1.2975 2.2686 -1.7225 -0.209
C -0.3184 2.9150 -1.3427 0.293
N -1.3792 3.3172 -1.1235 -0.645
O 1.2984 -2.4321 -2.4686 -0.543
C 2.1873 -1.7197 -2.0507 0.065
O 2.0824 -0.6719 -1.3526 0.012
H 3.2538 -1.9762 -2.2964 0.313
C -3.2834 -0.3926 -1.8383 -0.179
C -2.2408 -0.6232 -2.7212 -0.977
C -0.9431 -0.4269 -2.2842 -0.074
N -0.6594 -0.0499 -1.0478 0.408
C -1.6522 0.1827 -0.2021 0.187
C -2.9823 0.0301 -0.5543 -0.914
H -4.3092 -0.5283 -2.1543 0.372
H -2.4182 -0.9526 -3.7339 0.390
H -0.1029 -0.5938 -2.9396 0.342
H -1.3579 0.4903 0.7879 0.253
H -3.7620 0.2411 0.1611 0.400
```

Summary:
LUMO level	3.07	eV
charge	-1
HOMO level	-0.1470	hartree
F_max	0.027	hartree/bohr
Kohn-Sham gap	0.260	hartree

***

Entry 7:
A 2-piece molecular cluster, C2H10NO overall, computed with ωB97M-V/def2-TZVPD.

Geometry as XYZ:
```
14
Properties=species:S:1:pos:R:3:mulliken_charge:R:1
O 0.3774 2.1097 -0.7809 -0.602
H -0.1746 2.9034 -0.6328 0.309
H 0.7709 -0.0179 -0.3471 0.383
H 1.1435 2.3722 -1.3054 0.290
C 0.5847 -1.8164 0.5254 -0.806
N 0.0179 -0.6740 -0.1854 -0.213
C -1.0913 -0.0107 0.5388 -0.938
H 0.8097 -1.4513 1.5223 0.369
H -0.1418 -2.6236 0.6143 0.336
H 1.5626 -2.2300 0.1485 0.326
H -0.3463 -0.9949 -1.2201 0.398
H -1.8864 -0.6032 0.9439 0.370
H -1.3236 0.9083 -0.0649 0.357
H -0.5790 0.5827 1.2878 0.421
```

Summary:
LUMO level	-3.48	eV
charge	+1
HOMO level	-0.5973	hartree
F_max	0.088	hartree/bohr
Kohn-Sham gap	0.470	hartree
relative energy (zero: lowest compared OMol25 entry of this formula, charge and spin)	99.7	kJ/mol